#a
Entry from the Open Molecules 2025 dataset: a cluster of 2 separate species, CH9NSi2 in total (ωB97M-V/def2-TZVPD).

The highest occupied orbital energy is -7.866 eV. The value obtained for the orbital gap is 8.06 eV. As for the total charge: 0.

Positions of all 13 atoms, in Å:
C: 0.889 -0.854 -0.382
N: -2.673 -0.383 -0.224
Si: 2.368 0.188 -0.044
Si: -1.431 0.624 0.372
H: 0.558 -1.224 -1.365
H: 0.755 -1.548 0.411
H: -2.810 -1.229 0.137
H: -3.317 -0.107 -0.950
H: 2.963 1.067 -1.052
H: 1.856 1.013 1.035
H: 3.503 -0.461 0.665
H: -1.216 1.091 1.846
H: -1.445 1.824 -0.449

***

#b
Entry from the Open Molecules 2025 dataset: the molecule CH9NSi2 (ωB97M-V/def2-TZVPD).

The SMILES is C[SiH2][SiH2]N. The highest occupied orbital energy is -9.915 eV. The value obtained for the orbital gap is 10.59 eV. As for the total charge: 0.

Positions of all 13 atoms, in Å:
C: 1.148 -0.281 1.685
Si: -0.434 -0.612 0.755
Si: -0.894 0.974 -0.834
N: -0.579 -0.076 -2.261
H: 1.761 0.469 1.162
H: 0.813 0.310 2.641
H: 1.696 -1.219 2.012
H: -1.258 -1.077 1.880
H: 0.150 -1.710 -0.081
H: 0.091 2.183 -0.885
H: -2.298 1.193 -1.064
H: -0.397 0.456 -3.059
H: 0.201 -0.608 -1.951

***

Stability summary - winner: #b; margin: 186.5 kJ/mol.

***

#a
Entry from the Open Molecules 2025 dataset: a structure of composition C4H7N3O (ωB97M-V/def2-TZVPD).

The highest occupied orbital energy is -8.296 eV. The value obtained for the orbital gap is 8.97 eV. As for the total charge: 0.

Positions of all 15 atoms, in Å:
C: -0.094 -0.649 0.297
C: -1.082 -1.020 -0.722
C: -0.174 0.089 -1.051
C: 1.411 -0.195 0.195
H: 0.037 0.481 2.087
H: -1.697 -0.234 1.866
H: -1.206 -1.968 -1.402
H: -2.076 -0.530 -0.439
H: 0.725 -0.315 -1.529
H: -0.601 1.156 0.467
H: 2.000 1.428 -0.646
N: -0.730 0.208 1.425
N: -0.099 1.450 -0.658
N: 1.275 1.112 -0.042
O: 2.311 -1.012 0.150

***

#b
Entry from the Open Molecules 2025 dataset: the molecule C4H7N3O (ωB97M-V/def2-TZVPD).

The SMILES is [H]/N=C(C)\N=C(/N)C=O. The highest occupied orbital energy is -9.769 eV. The value obtained for the orbital gap is 9.60 eV. As for the total charge: 0.

Positions of all 15 atoms, in Å:
H: 0.833 1.544 -1.381
N: 1.642 1.062 -0.958
C: 1.226 -0.005 -0.325
C: 2.109 -0.872 0.531
N: -0.047 -0.597 -0.630
C: -1.084 -0.035 -0.101
N: -1.126 1.141 0.653
C: -2.385 -0.581 -0.466
O: -3.423 -0.150 -0.095
H: 1.539 -0.841 1.466
H: 3.047 -0.326 0.621
H: 2.304 -1.929 0.298
H: -2.059 1.410 0.927
H: -0.215 1.582 0.742
H: -2.360 -1.402 -1.281

***

#c
Entry from the Open Molecules 2025 dataset: the molecule C4H7N3O (ωB97M-V/def2-TZVPD).

The SMILES is [H]/N=C\C(N)(N)C=C=O. The highest occupied orbital energy is -8.479 eV. The value obtained for the orbital gap is 8.79 eV. As for the total charge: 0.

Positions of all 15 atoms, in Å:
H: 1.840 -0.809 1.172
N: 1.628 -1.481 0.427
C: 0.770 -1.037 -0.378
C: -0.558 0.121 0.040
N: -1.573 -0.125 -0.896
N: -0.970 -0.097 1.375
C: 0.172 1.408 -0.134
C: 1.355 1.238 -0.690
O: 2.447 1.342 -1.108
H: 0.564 -1.654 -1.259
H: -2.033 -1.024 -0.833
H: -1.788 0.625 -1.535
H: -0.278 0.164 2.062
H: -1.337 -1.022 1.564
H: -0.237 2.352 0.193

***

Stability summary - winner: #b; margin: 173.7 kJ/mol.

***

#a
Entry from the Open Molecules 2025 dataset: the molecule C4H7N3O (ωB97M-V/def2-TZVPD).

The SMILES is ON1C=NN2C[C@@H]2C1. The highest occupied orbital energy is -8.586 eV. The value obtained for the orbital gap is 9.33 eV. As for the total charge: 0.

Positions of all 15 atoms, in Å:
O: 0.647 -2.590 -0.155
N: 0.090 -1.296 -0.407
C: -0.962 -1.080 0.545
N: -1.636 -0.036 0.775
N: -1.188 0.840 -0.119
C: -0.388 2.177 -0.049
C: 0.308 1.017 -0.125
C: 0.971 -0.187 -0.905
H: 0.816 -2.541 0.850
H: -1.476 -1.976 1.041
H: -0.731 2.831 -0.859
H: -0.264 2.873 0.865
H: 0.850 0.707 0.908
H: 0.863 -0.242 -1.923
H: 2.100 -0.497 -0.443

***

#b
Entry from the Open Molecules 2025 dataset: the molecule C4H7N3O (ωB97M-V/def2-TZVPD).

The SMILES is CN/N=c1\cc[nH]o1. The highest occupied orbital energy is -7.558 eV. The value obtained for the orbital gap is 8.09 eV. As for the total charge: 0.

Positions of all 15 atoms, in Å:
C: 2.590 -0.352 0.333
N: 1.532 0.426 -0.313
N: 0.770 -0.721 -0.581
C: -0.479 -0.379 -0.265
C: -1.123 0.957 -0.053
C: -2.421 0.638 0.047
N: -2.546 -0.662 -0.020
O: -1.441 -1.299 -0.166
H: 3.559 0.273 0.552
H: 2.285 -0.358 1.571
H: 2.940 -1.450 -0.104
H: 1.836 0.901 -1.433
H: -0.820 2.096 -0.243
H: -3.388 1.252 0.184
H: -3.295 -1.323 0.491

***

Stability summary - winner: #b; margin: 39.6 kJ/mol.

***

#a
Entry from the Open Molecules 2025 dataset: the molecule C4H7N3O (ωB97M-V/def2-TZVPD).

The SMILES is [H]/N=C\NC(=O)N1CC1. The highest occupied orbital energy is -10.255 eV. The value obtained for the orbital gap is 10.65 eV. As for the total charge: 0.

Positions of all 15 atoms, in Å:
H: -1.315 -2.275 -2.835
N: -0.221 -2.335 -2.876
C: 0.292 -1.607 -1.913
N: -0.237 -0.982 -0.837
C: 0.420 -0.008 -0.148
O: 1.433 0.749 -0.280
N: -0.730 0.499 0.809
C: -0.087 1.956 1.227
C: -0.103 0.761 2.159
H: 1.428 -1.262 -1.773
H: -1.237 -0.800 -0.809
H: 0.885 2.145 0.579
H: -0.863 2.678 1.552
H: 0.982 0.212 2.150
H: -0.648 0.269 2.993

***

#b
Entry from the Open Molecules 2025 dataset: a structure of composition C4H7N3O (ωB97M-V/def2-TZVPD).

The highest occupied orbital energy is -8.418 eV. The value obtained for the orbital gap is 9.10 eV. As for the total charge: 0.

Positions of all 15 atoms, in Å:
C: -0.756 -0.372 -0.468
C: 1.510 0.252 -0.446
C: 0.844 1.043 0.617
C: 0.028 0.766 -0.795
H: -3.647 -0.106 0.432
H: -0.029 -1.222 1.473
H: 1.862 -1.822 -0.789
H: 2.553 0.791 -0.705
H: 1.358 2.062 1.143
H: -0.074 0.386 1.258
H: -0.396 1.364 -1.471
N: -2.007 -0.771 -0.316
N: 0.107 -1.519 0.166
N: 1.532 -1.113 -0.101
O: -2.885 0.260 0.002

***

Stability summary - winner: #a; margin: 430.9 kJ/mol.

***

#a
Entry from the Open Molecules 2025 dataset: a cluster of 2 separate species, C3H9N2O2 in total (ωB97M-V/def2-TZVPD).

The highest occupied orbital energy is -14.173 eV. The value obtained for the orbital gap is 10.90 eV. As for the total charge: +1.

Positions of all 16 atoms, in Å:
O: -2.065 -0.186 3.058
C: -0.868 -0.163 3.026
C: -0.109 0.016 1.739
N: -1.101 0.048 0.618
H: -0.253 -0.300 3.934
H: 0.429 0.962 1.763
H: 0.586 -0.795 1.523
H: -0.654 0.045 -0.316
H: -1.865 -0.615 0.772
H: -1.580 0.957 0.661
C: 1.175 0.236 -2.188
N: 0.968 0.016 -3.566
O: 0.469 0.845 -1.434
H: 2.126 -0.237 -1.852
H: 1.843 0.174 -4.067
H: 0.897 -1.002 -3.671

***

#b
Entry from the Open Molecules 2025 dataset: the ion C3H9N2O2 with charge +1 (ωB97M-V/def2-TZVPD).

The SMILES is C[C@@]([NH3+])(O)C(N)=O. The highest occupied orbital energy is -15.023 eV. The value obtained for the orbital gap is 11.50 eV. As for the total charge: +1.

Positions of all 16 atoms, in Å:
C: -0.487 1.351 0.726
C: -0.281 -0.201 0.353
N: 0.571 -0.862 1.384
O: -1.483 -0.855 0.229
C: 0.615 -0.406 -0.958
N: 0.127 0.227 -2.090
O: 1.475 -1.219 -1.017
H: -1.516 1.323 1.194
H: -0.616 1.831 -0.341
H: 0.405 1.645 1.192
H: -0.082 -1.541 1.941
H: 0.911 -0.133 2.069
H: 1.428 -1.280 1.015
H: -1.594 -1.109 -0.728
H: -0.268 1.109 -2.103
H: 0.796 0.121 -2.867

***

#c
Entry from the Open Molecules 2025 dataset: a cluster of 2 separate species, C3H9N2O2 in total (ωB97M-V/def2-TZVPD).

The highest occupied orbital energy (spin up / spin down) is -14.428 / -13.575 eV. The value obtained for the orbital gap (spin up / spin down) is 9.72 / 7.59 eV. As for the total charge: +1.

Positions of all 16 atoms, in Å:
C: 0.803 -0.256 -0.825
C: -1.715 -0.873 0.640
C: -0.534 -0.141 1.282
N: 2.469 0.459 -2.570
N: 0.281 0.327 0.151
O: -0.739 1.097 1.876
O: 2.506 1.754 -2.652
H: 0.660 -1.381 -1.026
H: -2.319 -0.846 1.484
H: -1.759 -1.868 0.253
H: -1.979 -0.176 -0.141
H: 0.135 -0.747 1.927
H: 1.720 0.019 -3.096
H: 0.474 1.365 0.409
H: -1.547 1.184 2.414
H: 3.230 2.182 -2.094

***

Stability summary - winner: #b; margin: 44.2 kJ/mol.

***

#a
Entry from the Open Molecules 2025 dataset: a cluster of 2 separate species, C3H9N2O2 in total (ωB97M-V/def2-TZVPD).

The highest occupied orbital energy is -12.802 eV. The value obtained for the orbital gap is 9.37 eV. As for the total charge: +1.

Positions of all 16 atoms, in Å:
C: 0.961 0.152 1.767
C: -0.012 0.488 0.906
N: -0.816 -0.395 0.287
N: 1.724 1.211 2.449
H: 1.276 -0.851 1.994
H: -0.203 1.527 0.666
H: -1.299 -0.118 -0.550
H: -0.517 -1.359 0.258
H: 2.730 1.101 2.303
H: 1.572 1.249 3.462
H: 1.440 2.119 2.070
O: -2.364 -1.428 -1.985
C: -1.693 -1.251 -2.951
O: -0.583 -0.483 -2.921
H: -1.867 -1.731 -3.927
H: -0.351 -0.231 -3.828

***

#b
Entry from the Open Molecules 2025 dataset: a cluster of 2 separate species, C3H9N2O2 in total (ωB97M-V/def2-TZVPD).

The highest occupied orbital energy is -13.232 eV. The value obtained for the orbital gap is 9.69 eV. As for the total charge: +1.

Positions of all 16 atoms, in Å:
O: 1.348 2.984 1.223
C: 1.358 3.040 0.025
O: 0.757 2.089 -0.746
H: 2.027 3.726 -0.540
H: 0.674 2.474 -1.628
C: -0.174 -1.940 -0.129
C: -1.518 -1.799 -0.227
N: -2.283 -2.968 0.272
N: 0.809 -0.990 -0.327
H: 0.216 -2.955 0.124
H: -2.142 -0.922 -0.425
H: -3.117 -3.275 -0.253
H: -1.671 -3.808 0.273
H: -2.652 -2.827 1.200
H: 0.499 -0.052 -0.374
H: 1.649 -1.049 0.184

***

#c
Entry from the Open Molecules 2025 dataset: a structure of composition C3H9N2O2 (ωB97M-V/def2-TZVPD).

The highest occupied orbital energy is -15.210 eV. The value obtained for the orbital gap is 10.66 eV. As for the total charge: +1.

Positions of all 16 atoms, in Å:
C: -0.160 -1.007 -1.148
C: 1.597 0.339 0.199
C: 0.199 0.182 -0.278
N: -1.364 -0.783 2.153
N: -0.867 0.048 1.351
O: -2.045 -0.523 3.115
O: -1.011 1.429 1.593
H: -0.267 -0.451 -2.105
H: 0.625 -1.777 -1.165
H: -1.138 -1.404 -0.780
H: 2.055 1.268 -0.275
H: 2.344 -0.435 0.067
H: 1.763 0.578 1.234
H: -0.370 1.144 -0.355
H: -0.997 -1.759 2.034
H: -1.430 1.491 2.440

***

Stability summary - winner: #a; margin: 40.9 kJ/mol.